DFT (wB97M-V/def2-TZVPD) results for C18H32AuN5O7S as an isolated structure.

Geometry as ORCA input:
```
! RIJCOSX wB97M-V def2-TZVPD def2/J DEFGRID3
* xyz 0 1
Au -0.5158 -0.4754 -1.6561
C -2.8324 -1.1109 -4.5011
C -3.3582 -1.6255 -3.1646
C -4.6621 -2.3842 -3.3380
O -2.3857 -2.4646 -2.5393
C -3.5412 -0.4318 -2.1969
O -4.6649 -0.0578 -1.9072
O -2.4645 0.1503 -1.7828
H -2.6539 -1.9491 -5.1812
H -1.9001 -0.5662 -4.3472
H -3.5586 -0.4444 -4.9683
H -4.5079 -3.2366 -4.0064
H -5.4302 -1.7390 -3.7598
H -5.0142 -2.7469 -2.3739
H -2.1445 -3.1826 -3.1340
C 1.8392 -1.9215 -2.7735
C 3.3621 -2.0226 -3.0356
N 4.0531 -0.8436 -2.5198
C 3.8384 -0.7543 -1.0767
C 2.3266 -0.6827 -0.7561
N 1.5423 -0.6702 -2.0255
C 1.9935 0.4887 -2.8467
C 3.5033 0.3494 -3.1583
H 1.4672 -2.7540 -2.1775
H 1.2609 -1.8900 -3.6963
H 3.5677 -2.1031 -4.1038
H 3.7834 -2.9051 -2.5522
H 4.3590 0.1297 -0.7066
H 4.2945 -1.6250 -0.6045
H 2.0603 0.2099 -0.1914
H 1.9930 -1.5445 -0.1820
H 1.7695 1.3916 -2.2812
H 1.3832 0.5040 -3.7479
H 4.0567 1.2178 -2.7986
H 3.6737 0.2730 -4.2331
C 2.4079 4.2982 3.8975
C 0.9145 4.0123 3.8067
S 0.6364 2.2655 4.0156
O 1.1904 1.5810 2.8719
O 1.0522 1.8874 5.3392
C -1.1454 2.1258 3.9338
C -1.6094 0.6818 4.1216
N -1.1782 -0.2080 3.0478
C -1.5352 -0.0840 1.7403
N -0.8461 -0.9072 0.9700
C -0.0123 -1.5921 1.7882
C -0.1925 -1.1785 3.0728
N 0.4631 -1.6950 4.2272
O 0.0514 -1.3836 5.3334
O 1.4045 -2.4390 4.0253
C -2.5588 0.8760 1.2509
H 2.5811 5.3656 3.7687
H 2.9505 3.7620 3.1204
H 2.7992 3.9975 4.8680
H 0.5031 4.2880 2.8347
H 0.3521 4.5167 4.5938
H -1.4590 2.5416 2.9771
H -1.5547 2.7348 4.7408
H -2.6978 0.6714 4.1648
H -1.2271 0.2835 5.0546
H 0.6537 -2.3657 1.4472
H -3.3013 1.1045 2.0147
H -3.0504 0.4695 0.3684
H -2.0850 1.8073 0.9291
*
```

Calculated values
HOMO-LUMO gap: 0.29162 Eh
HOMO level: -8.1 eV

=====

DFT (wB97M-V/def2-TZVPD) results for one molecule with the formula C4H7NO at a distorted geometry.

Geometry as ORCA input:
```
! RIJCOSX wB97M-V def2-TZVPD def2/J DEFGRID3
* xyz 0 1
C -1.7246 -0.3135 -0.0068
N -1.2693 0.9892 0.4538
C -0.5523 0.3498 -0.6452
C 0.7625 -0.3621 -0.3906
C 1.9050 0.1619 0.6246
O 0.8730 -0.7638 0.9161
H -1.5087 -1.1797 0.6176
H -2.6863 -0.3339 -0.5127
H -0.7385 0.8791 1.3155
H -0.6923 0.8386 -1.6087
H 1.1823 -0.9291 -1.2077
H 2.8552 -0.3398 0.4468
H 1.5940 1.0034 -0.0025
*
```

Calculated values
HOMO-LUMO gap: 0.36692 Eh
SMILES: C1N[C@H]1[C@H]1CO1
HOMO level: -8.9 eV